1.
Entry from the Open Molecules 2025 dataset: a molecular structure, C36H73ClF5NNbO9S in a non-equilibrium geometry (ωB97M-V/def2-TZVPD).

Values from the calculation:
* HOMO level: -0.211 hartree
* LUMO level: 1.4 eV
* E_tot: -3561.88123 Ha
* ΔE to the lowest compared entry with this formula, charge and spin: 0.253 eV
* strongest force on any atom: 2.45 eV Å⁻¹

```
! wB97M-V def2-TZVPD RIJCOSX def2/J DEFGRID3
* xyz -1 1
C 4.062 5.094 -1.701
C 3.470 4.292 -2.415
Nb 2.361 2.804 -3.734
C 1.321 1.505 -5.247
C -0.100 1.964 -5.675
C -1.181 1.037 -5.057
C -2.481 1.729 -4.720
F -3.478 0.816 -4.814
F -2.781 2.691 -5.594
C -2.555 2.345 -3.282
F -1.614 1.880 -2.489
F -3.715 2.035 -2.710
F -2.468 3.646 -3.335
C 4.406 2.148 -4.444
C 4.646 0.663 -4.443
O 3.817 -0.208 -4.439
O 5.972 0.285 -4.474
C 2.235 1.216 -2.086
C 1.602 1.634 -0.801
O 1.492 2.716 -0.332
Cl 0.912 0.207 0.180
N 0.554 3.780 -3.131
C 0.485 4.867 -3.590
S 0.199 6.060 -4.609
H 4.393 5.971 -1.215
H 2.440 4.070 -5.059
H 1.988 1.407 -6.105
H 1.229 0.517 -4.789
H -0.304 3.018 -5.500
H -0.177 1.820 -6.753
H -0.792 0.472 -4.217
H -1.444 0.302 -5.816
H 5.139 2.588 -3.760
H 4.627 2.572 -5.426
H 6.496 1.093 -4.505
H 3.227 0.809 -1.874
H 1.656 0.385 -2.492
C -3.636 -0.379 -0.140
C -3.423 -1.650 -0.942
O -4.253 -2.730 -0.541
C -5.647 -2.506 -0.645
C -6.118 -2.206 -2.057
H -3.498 -0.570 0.926
H -2.923 0.385 -0.453
H -4.640 0.026 -0.276
H -2.399 -1.995 -0.801
H -3.543 -1.456 -2.013
H -5.960 -1.714 0.043
H -6.124 -3.425 -0.300
H -5.696 -1.275 -2.438
H -7.205 -2.112 -2.075
H -5.820 -3.006 -2.737
C 8.701 -2.818 -5.199
C 8.802 -1.321 -4.965
O 9.998 -0.922 -4.311
C 11.205 -1.226 -4.979
C 11.331 -0.580 -6.350
H 8.803 -3.358 -4.256
H 7.735 -3.063 -5.641
H 9.479 -3.181 -5.874
H 7.987 -1.009 -4.318
H 8.681 -0.772 -5.906
H 11.342 -2.311 -5.048
H 12.002 -0.851 -4.335
H 10.574 -0.949 -7.044
H 12.310 -0.795 -6.779
H 11.210 0.502 -6.274
C -10.514 0.589 0.464
C -10.074 -0.705 -0.201
O -8.829 -1.193 0.261
C -8.750 -1.497 1.640
C -9.727 -2.571 2.089
H -9.749 1.358 0.346
H -11.441 0.947 0.015
H -10.691 0.462 1.534
H -9.944 -0.532 -1.270
H -10.848 -1.475 -0.100
H -8.868 -0.586 2.238
H -7.732 -1.849 1.808
H -10.764 -2.251 1.971
H -9.569 -2.807 3.143
H -9.593 -3.481 1.502
C 2.854 1.350 3.773
C 3.296 0.055 3.116
O 4.558 -0.418 3.566
C 4.659 -0.709 4.946
C 3.697 -1.788 5.415
H 3.608 2.126 3.633
H 1.916 1.690 3.333
H 2.697 1.231 4.848
H 3.402 0.220 2.045
H 2.534 -0.723 3.236
H 4.541 0.205 5.539
H 5.682 -1.054 5.107
H 2.656 -1.479 5.309
H 3.871 -2.016 6.468
H 3.831 -2.700 4.831
C 8.583 -1.752 3.255
C 9.138 -0.950 4.418
O 8.913 -1.548 5.685
C 9.478 -2.829 5.877
C 10.992 -2.861 5.744
H 7.517 -1.935 3.395
H 8.725 -1.211 2.319
H 9.076 -2.721 3.157
H 8.638 0.019 4.450
H 10.206 -0.745 4.277
H 9.014 -3.557 5.203
H 9.203 -3.123 6.890
H 11.317 -2.607 4.734
H 11.369 -3.859 5.973
H 11.451 -2.146 6.429
C -11.418 2.570 6.872
C -11.916 2.507 5.438
O -11.111 1.716 4.585
C -10.979 0.352 4.937
C -12.296 -0.405 4.964
H -10.387 2.926 6.902
H -12.039 3.249 7.457
H -11.445 1.593 7.357
H -11.903 3.510 5.010
H -12.958 2.168 5.405
H -10.450 0.253 5.892
H -10.332 -0.089 4.178
H -12.969 -0.024 5.735
H -12.119 -1.462 5.170
H -12.808 -0.315 4.005
*
```


2.
Entry from the Open Molecules 2025 dataset: a molecular structure, C36H73F3N2NbO14S2 in a non-equilibrium geometry (ωB97M-V/def2-TZVPD).

Values from the calculation:
* HOMO level: -0.176 hartree
* LUMO level: 1.8 eV
* E_tot: -3731.19320 Ha
* strongest force on any atom: 2.35 eV Å⁻¹

```
! wB97M-V def2-TZVPD RIJCOSX def2/J DEFGRID3
* xyz -1 1
C 3.335 4.646 -1.304
C 2.901 3.323 -1.944
C 1.538 2.819 -1.471
C 1.215 1.389 -1.961
Nb 0.765 -0.107 -0.321
C 1.932 -1.896 -1.163
N 2.088 -1.774 -2.622
C 2.795 0.440 0.538
C 2.878 1.372 1.758
C 2.197 0.868 3.024
C -0.908 -0.967 -1.584
C -2.081 -1.735 -0.965
C -2.962 -0.965 0.013
C -4.035 -1.873 0.608
C -4.860 -1.255 1.711
O -3.983 -0.685 2.694
C -4.253 0.566 3.118
C -3.019 1.377 3.340
O -5.400 0.974 3.277
C -0.453 1.305 0.969
C -1.578 2.046 0.209
C -1.577 3.545 0.535
S -3.187 4.371 0.834
C -3.878 4.344 -0.794
S -4.141 5.735 -1.591
N -4.238 3.057 -1.243
C -4.156 2.913 -2.713
C -3.720 1.498 -3.103
C -5.594 2.698 -0.746
C -5.636 2.034 0.630
C 0.502 -1.732 1.391
F 1.661 -2.021 2.091
F 0.081 -2.979 0.950
F -0.420 -1.455 2.402
H 2.850 4.783 -0.333
H 4.413 4.684 -1.137
H 3.075 5.507 -1.924
H 2.865 3.454 -3.029
H 3.644 2.560 -1.690
H 1.539 2.892 -0.380
H 0.792 3.512 -1.877
H 2.036 1.051 -2.600
H 0.313 1.420 -2.584
H 1.452 -2.848 -0.931
H 2.921 -1.948 -0.701
H 2.960 -1.324 -2.850
H 1.327 -1.276 -3.062
H 3.340 0.936 -0.278
H 3.392 -0.453 0.757
H 3.937 1.519 2.016
H 2.517 2.382 1.523
H 1.122 0.743 2.912
H 2.625 -0.084 3.348
H 2.363 1.584 3.838
H -1.317 -0.133 -2.173
H -0.470 -1.642 -2.331
H -2.761 -2.036 -1.779
H -1.751 -2.672 -0.514
H -2.388 -0.534 0.835
H -3.471 -0.177 -0.553
H -4.730 -2.214 -0.165
H -3.532 -2.766 0.997
H -5.522 -0.475 1.333
H -5.492 -2.008 2.190
H -3.000 2.159 2.575
H -3.080 1.864 4.315
H -2.115 0.776 3.275
H 0.231 2.056 1.384
H -0.904 0.824 1.842
H -2.547 1.648 0.517
H -1.489 1.942 -0.876
H -1.084 3.727 1.491
H -1.109 4.139 -0.250
H -3.459 3.652 -3.095
H -5.134 3.126 -3.161
H -4.543 0.918 -3.527
H -2.919 1.524 -3.841
H -3.342 0.966 -2.228
H -6.202 3.608 -0.745
H -6.006 2.015 -1.489
H -6.265 1.143 0.616
H -5.991 2.707 1.408
H -4.631 1.714 0.907
C 3.716 2.995 7.113
O 3.811 3.703 5.876
C 4.056 5.000 5.978
O 4.210 5.615 7.001
O 4.104 5.513 4.752
C 4.357 6.918 4.707
H 3.508 1.967 6.834
H 4.650 3.052 7.668
H 2.901 3.382 7.720
H 5.319 7.149 5.159
H 3.571 7.466 5.224
H 4.363 7.174 3.653
C 2.282 -1.692 7.364
O 1.893 -0.594 8.203
C 1.387 -0.943 9.376
O 1.240 -2.064 9.782
O 1.068 0.168 10.040
C 0.501 -0.066 11.331
H 2.663 -1.240 6.455
H 3.055 -2.285 7.849
H 1.423 -2.319 7.137
H 1.203 -0.601 11.968
H -0.421 -0.637 11.247
H 0.298 0.919 11.738
C 3.268 -5.295 -8.461
O 3.903 -5.468 -7.196
C 3.835 -4.390 -6.406
O 3.295 -3.358 -6.697
O 4.455 -4.669 -5.273
C 4.421 -3.613 -4.295
H 3.382 -6.239 -8.985
H 2.211 -5.071 -8.335
H 3.738 -4.498 -9.034
H 3.401 -3.385 -3.991
H 4.904 -2.721 -4.690
H 4.980 -3.989 -3.444
C -0.264 -6.177 -6.737
O -0.563 -7.180 -7.717
C -1.598 -6.898 -8.495
O -2.277 -5.909 -8.446
O -1.763 -7.906 -9.353
C -2.857 -7.726 -10.255
H 0.598 -6.545 -6.189
H -0.022 -5.231 -7.216
H -1.100 -6.039 -6.056
H -2.711 -6.837 -10.864
H -3.795 -7.641 -9.710
H -2.864 -8.614 -10.880
*
```


3.
Entry from the Open Molecules 2025 dataset: a molecular structure, C36H73F9I3NO12S in a non-equilibrium geometry (ωB97M-V/def2-TZVPD).

Values from the calculation:
* HOMO level: -0.327 hartree
* LUMO level: 0.2 eV
* E_tot: -4562.90435 Ha
* strongest force on any atom: 1.37 eV Å⁻¹

```
! wB97M-V def2-TZVPD RIJCOSX def2/J DEFGRID3
* xyz 0 1
C -0.573 -6.891 0.200
C 0.144 -6.015 1.256
I -0.003 -7.040 3.157
C -0.434 -4.586 1.245
I -2.503 -4.596 1.892
C 0.379 -3.538 2.013
C 1.833 -3.602 1.527
O 2.430 -2.327 1.510
C 2.382 -1.700 0.226
C 2.395 -0.191 0.476
C 1.422 0.581 -0.417
O 0.176 -0.084 -0.583
C 3.607 -2.166 -0.575
C 3.964 -1.249 -1.744
C 4.716 -1.979 -2.844
I 4.772 -0.782 -4.616
O 0.231 -3.750 3.387
C 0.223 -2.617 4.222
N 1.463 -1.885 4.146
C -1.064 -1.780 4.082
C -0.952 -0.546 3.200
C -2.252 0.252 3.156
C -3.291 -0.292 2.184
C -2.884 -0.152 0.726
F -2.079 -1.160 0.300
F -2.152 1.008 0.575
C -4.076 0.049 -0.255
F -4.998 0.902 0.276
F -3.602 0.616 -1.403
S -4.940 -1.558 -0.790
F -3.691 -2.002 -1.635
F -4.417 -2.341 0.480
F -6.259 -1.168 0.017
F -5.542 -0.809 -2.057
F -5.679 -2.877 -1.255
H -1.309 -6.317 -0.353
H 0.148 -7.261 -0.524
H -1.070 -7.750 0.628
H 1.188 -6.000 0.983
H -0.504 -4.278 0.207
H 0.021 -2.559 1.686
H 2.387 -4.282 2.170
H 1.867 -4.028 0.523
H 1.476 -1.983 -0.306
H 2.072 -0.053 1.506
H 3.399 0.214 0.419
H 1.865 0.796 -1.382
H 1.242 1.546 0.054
H -0.369 0.138 0.172
H 3.422 -3.180 -0.932
H 4.458 -2.225 0.099
H 4.588 -0.434 -1.393
H 3.069 -0.830 -2.194
H 5.745 -2.173 -2.566
H 4.250 -2.927 -3.075
H 0.204 -3.033 5.224
H 1.589 -1.399 3.269
H 1.513 -1.200 4.886
H -1.900 -2.419 3.816
H -1.287 -1.415 5.085
H -0.214 0.110 3.654
H -0.615 -0.758 2.187
H -2.693 0.175 4.149
H -2.064 1.307 3.000
H -3.438 -1.346 2.403
H -4.231 0.219 2.359
C 5.969 6.279 1.554
O 5.796 5.472 0.410
C 5.887 4.081 0.653
C 4.828 3.299 -0.092
O 3.500 3.472 0.375
C 2.839 4.706 0.137
C 2.502 4.988 -1.312
O 3.649 5.310 -2.077
C 3.642 4.774 -3.384
H 7.030 6.393 1.801
H 5.555 7.262 1.330
H 5.437 5.869 2.420
H 5.805 3.866 1.724
H 6.870 3.735 0.308
H 5.044 2.240 0.076
H 4.897 3.466 -1.168
H 3.378 5.540 0.589
H 1.888 4.615 0.668
H 1.815 5.845 -1.342
H 1.987 4.118 -1.735
H 3.304 3.733 -3.393
H 4.666 4.805 -3.756
H 3.005 5.367 -4.050
C 4.820 1.891 -9.732
O 3.472 2.142 -9.404
C 2.921 1.245 -8.457
C 2.068 1.950 -7.424
O 2.777 2.764 -6.504
C 3.352 3.978 -6.957
C 2.369 5.061 -7.344
O 1.717 4.774 -8.568
C 0.354 5.131 -8.598
H 4.905 1.074 -10.457
H 5.226 2.798 -10.178
H 5.412 1.648 -8.843
H 3.712 0.684 -7.946
H 2.284 0.528 -8.991
H 1.613 1.170 -6.808
H 1.250 2.498 -7.894
H 4.078 3.803 -7.752
H 3.910 4.353 -6.094
H 2.924 6.002 -7.462
H 1.640 5.189 -6.536
H -0.157 4.841 -7.673
H -0.109 4.594 -9.425
H 0.228 6.207 -8.759
C -5.166 -1.300 8.490
O -5.280 -2.023 7.285
C -5.593 -3.396 7.452
C -6.627 -3.874 6.455
O -7.939 -3.372 6.648
C -8.215 -2.013 6.353
C -8.168 -1.648 4.886
O -6.839 -1.624 4.400
C -6.679 -2.135 3.095
H -4.189 -1.466 8.960
H -5.264 -0.242 8.250
H -5.957 -1.568 9.197
H -5.955 -3.592 8.467
H -4.676 -3.979 7.296
H -6.722 -4.954 6.596
H -6.286 -3.718 5.430
H -7.589 -1.341 6.943
H -9.245 -1.865 6.685
H -8.601 -0.646 4.765
H -8.778 -2.359 4.318
H -7.250 -3.058 2.952
H -5.622 -2.369 2.962
H -6.975 -1.396 2.346
*
```


| no. | frontier orbital gap (eV) |
| --- | --- |
| 1 | 7.2 |
| 2 | 6.5 |
| 3 | 9.1 |